DFT (ωB97M-V/def2-TZVPD) results for a molecular structure, C46H47N7O4P2STi.

Its energy is -4395.6727 Ha. The total charge is 0. Its spin multiplicity is 3. As for the energy relative to the best compared isomer or geometry (same formula, charge and spin): 63.9 kcal/mol. The value obtained for the LUMO energy (alpha / beta) is -0.026 / -0.074 eV. The value obtained for the molecular weight is 903.81 g/mol.

Atoms and positions in Å:
Ti  -20.620  -4.976  4.709
C  -20.844  -1.990  5.620
N  -20.665  -3.341  6.325
C  -21.804  -3.744  7.274
C  -22.735  -4.615  6.466
N  -22.704  -4.741  5.138
C  -23.744  -5.622  4.822
C  -24.153  -5.907  3.569
C  -25.265  -6.675  3.440
C  -25.986  -7.113  4.568
C  -25.678  -6.589  5.876
C  -24.485  -5.888  6.005
N  -23.753  -5.326  7.047
C  -20.642  -2.060  4.154
N  -20.638  -3.209  3.484
C  -20.091  -2.910  2.208
C  -19.804  -3.708  1.101
C  -19.402  -3.074  -0.106
C  -19.118  -1.703  -0.132
C  -19.462  -0.839  0.908
C  -19.973  -1.466  2.046
N  -20.278  -0.941  3.380
H  -20.118  -1.307  6.074
H  -21.822  -1.628  5.870
H  -19.801  -3.297  6.886
H  -22.392  -2.968  7.833
H  -21.433  -4.419  8.050
H  -23.524  -5.721  2.681
H  -25.597  -7.102  2.536
H  -26.781  -7.825  4.434
H  -26.417  -6.723  6.590
H  -24.042  -5.031  8.019
H  -20.034  -4.878  1.122
H  -19.195  -3.706  -1.003
H  -18.645  -1.310  -1.011
H  -19.196  0.233  0.909
H  -19.811  -0.105  3.810
C  -17.235  -14.546  11.136
N  -17.956  -13.364  10.601
P  -18.839  -12.405  11.921
C  -20.080  -13.571  12.369
C  -20.573  -14.429  11.446
C  -21.619  -15.336  11.848
C  -22.023  -15.376  13.158
C  -21.639  -14.302  14.025
C  -20.596  -13.489  13.651
C  -19.644  -11.271  10.763
C  -18.879  -10.253  10.180
C  -19.516  -9.471  9.200
C  -20.842  -9.561  8.841
C  -21.621  -10.482  9.520
C  -21.068  -11.252  10.617
P  -17.635  -12.901  9.063
C  -17.057  -14.353  8.143
C  -17.786  -14.791  7.041
C  -17.304  -15.823  6.276
C  -16.155  -16.507  6.649
C  -15.447  -16.102  7.732
C  -15.865  -15.028  8.485
C  -16.020  -11.944  9.200
C  -15.234  -11.637  8.126
C  -14.156  -10.734  8.212
C  -13.859  -10.191  9.408
C  -14.474  -10.622  10.586
C  -15.638  -11.399  10.483
H  -16.135  -14.354  11.276
H  -17.425  -15.499  10.609
H  -17.495  -14.659  12.223
H  -20.176  -14.375  10.439
H  -22.054  -16.046  11.036
H  -22.758  -16.122  13.473
H  -22.186  -14.066  14.890
H  -20.090  -12.878  14.400
H  -17.824  -9.921  10.357
H  -18.828  -8.719  8.784
H  -21.224  -8.927  8.017
H  -22.699  -10.712  9.328
H  -21.681  -11.912  11.175
H  -18.564  -14.196  6.684
H  -17.811  -16.124  5.371
H  -15.871  -17.321  5.947
H  -14.465  -16.509  8.033
H  -15.225  -14.659  9.259
H  -15.191  -12.205  7.269
H  -13.692  -10.451  7.279
H  -13.130  -9.443  9.532
H  -14.175  -10.356  11.601
H  -16.252  -11.603  11.378
O  -19.442  -8.311  4.824
S  -20.626  -7.538  4.973
O  -21.917  -8.206  5.050
O  -20.482  -6.354  6.026
O  -20.637  -6.551  3.660
C  -16.020  -7.011  3.497
C  -15.954  -6.039  4.654
C  -15.683  -6.846  5.900
C  -14.929  -4.977  4.314
C  -17.336  -5.500  4.784
N  -18.379  -5.088  4.988
H  -15.065  -7.584  3.340
H  -16.870  -7.662  3.608
H  -16.068  -6.511  2.494
H  -16.539  -7.502  6.189
H  -15.342  -6.222  6.772
H  -14.870  -7.573  5.732
H  -13.897  -5.350  4.357
H  -14.931  -4.193  5.134
H  -15.037  -4.387  3.372

Forces on the atoms, in the same order (eV/Å):
Ti 0.8 3.3 -1.7
C 0.4 -0.8 1.0
N -0.8 1.0 1.1
C 0.3 -0.6 -0.9
C -0.8 0.1 -1.1
N 0.0 -0.3 2.3
C 0.3 1.9 2.1
C 0.8 -0.6 -2.2
C -1.2 -1.6 1.6
C 1.1 1.8 1.2
C 0.6 -0.8 -2.8
C -0.4 -0.6 -1.2
N 0.0 1.8 1.3
C 0.4 0.2 -0.9
N 1.6 0.3 -0.3
C -1.0 2.0 -0.8
C -1.1 -2.1 -0.7
C 0.6 -0.9 0.8
C -0.6 -0.2 -0.2
C 0.4 -0.3 0.9
C 0.5 -0.8 2.5
N 0.4 -0.2 -0.8
H -0.1 0.3 -0.2
H -0.7 0.3 0.2
H -0.6 -0.1 -0.5
H 0.7 0.0 -0.9
H 0.5 0.2 -0.1
H -0.4 0.3 0.7
H 0.0 -0.1 -1.2
H -0.4 0.1 0.1
H -0.8 -0.4 1.8
H 0.1 -1.1 -1.8
H 0.7 2.8 0.1
H -0.2 0.7 0.9
H 0.0 0.2 -0.3
H -0.4 -0.7 -0.1
H -0.8 -1.3 -0.9
C 0.7 0.7 2.1
N -0.3 -1.4 2.7
P 2.6 0.1 -1.6
C 0.1 0.3 0.1
C -2.2 -1.7 -0.1
C 1.2 -0.8 -2.5
C -0.9 1.4 0.6
C 0.3 -1.3 -1.6
C 0.1 -0.2 0.7
C -1.5 0.7 1.4
C -0.7 0.9 -1.2
C 2.0 0.8 0.7
C -0.5 -0.1 -0.7
C -0.8 -1.4 2.1
C 1.8 1.2 -3.1
P 0.2 2.1 -1.9
C 0.8 -0.7 0.9
C 1.4 0.2 0.4
C 0.0 -0.7 -0.1
C -0.8 -1.0 -2.2
C 2.0 0.0 1.3
C -1.0 0.5 -0.8
C -0.5 -0.1 2.1
C 1.7 0.8 1.1
C -1.6 -0.5 -0.8
C 0.5 0.2 1.8
C -1.9 -0.7 0.1
C 0.2 -0.3 -0.9
H -0.7 -0.2 -0.8
H 0.0 0.7 0.2
H -0.3 -0.2 -0.9
H -0.3 -0.3 0.0
H 0.9 1.1 1.7
H 0.1 0.4 0.0
H -0.3 -0.3 1.4
H -0.4 0.4 -0.3
H -1.0 -1.2 0.2
H -0.8 -0.2 -0.3
H 0.1 -0.6 0.6
H 1.0 0.8 -0.1
H -0.4 -0.6 0.3
H -1.5 0.7 -0.3
H -0.1 0.0 -0.1
H 0.2 0.5 0.9
H -0.7 -0.2 -0.5
H 0.1 0.1 0.4
H -1.0 -1.1 -2.2
H 0.4 0.1 0.1
H 1.1 0.7 -0.2
H 0.2 0.4 -0.5
H 0.5 -0.1 -0.6
O 0.8 -1.0 0.8
S -1.2 2.7 -1.9
O 1.2 0.4 0.5
O -0.4 -4.1 0.7
O -0.5 -2.1 1.1
C 1.0 -0.5 -2.3
C -0.6 -0.4 -1.2
C 0.7 -0.7 1.8
C 0.8 2.4 1.5
C 1.4 0.2 0.2
N -0.7 0.6 -0.3
H -0.8 0.3 0.8
H -0.2 -0.5 -0.1
H -0.5 0.0 0.9
H 0.4 0.8 -0.2
H -0.6 -0.5 -0.7
H -0.1 0.4 -0.2
H -0.4 -0.4 -0.2
H -0.1 -0.7 -0.8
H -0.4 -0.9 0.6

Mulliken atomic charge list, values in e, 8 entries: 0.0949 -0.7038 -0.2260 -1.3235 0.6590 0.0451 0.7854 -0.2759

=====

DFT (ωB97M-V/def2-TZVPD) results for CH3NO2P2 in the gas phase.

Its energy is -927.7370 Ha. The total charge is 0. As for the energy relative to the best compared isomer or geometry (same formula, charge and spin): 72.1 kcal/mol. The value obtained for the LUMO energy is -0.960 eV. The value obtained for the molecular weight is 122.99 g/mol.

Atoms and positions in Å:
C  -0.478  0.843  0.203
N  -0.929  -0.244  1.262
O  -2.223  -0.636  -1.181
O  1.915  -0.173  0.134
P  -2.269  0.251  -0.023
P  1.113  0.991  -0.600
H  -0.404  -1.069  1.658
H  2.805  -0.174  0.020
H  0.470  0.210  -1.472

Forces on the atoms, in the same order (eV/Å):
C -1.0 -5.4 4.7
N 1.5 4.4 -4.3
O 0.1 -0.9 -1.2
O -2.9 -1.3 1.4
P -0.5 0.7 1.7
P -0.2 1.9 1.2
H 0.0 1.4 -1.0
H 4.2 0.1 -0.4
H -1.1 -1.0 -1.9

natural (NBO) atomic charge list, values in e, 8 entries: -0.3391 -0.8103 -1.0781 -0.9702 1.3656 0.9314 0.4183 0.4956

=====

no.,maximum force (eV/Å)
1,4.14
2,7.23